Record 1
Density functional theory data (wB97M-V/def2-TZVPD) for a structure of composition C41H44F6GeMgN9O5S3 in a non-equilibrium geometry.

Calculated values
LUMO energy (alpha / beta) = 0.1 / 0.1 eV
energy relative to the best compared isomer or geometry (same formula, charge and spin) = 0.00 kJ/mol
largest force on an atom = 1.09 eV/Å
total charge = 0
⟨S²⟩ = 0.79
HOMO level (alpha / beta) = -5.8 / -6.9 eV
2S+1 = 2
gap between HOMO and LUMO (alpha / beta) = 0.220 / 0.260 hartree

Cartesian coordinates (Å):
Mg: -1.918 0.363 -0.450
F: -4.425 3.113 3.711
C: -3.629 3.369 2.683
F: -4.301 4.075 1.776
F: -2.587 4.084 3.098
S: -3.007 1.790 1.963
O: -2.351 2.177 0.716
O: -2.210 1.215 2.991
N: -4.333 0.973 1.706
S: -4.953 0.624 0.312
O: -5.998 -0.327 0.447
O: -3.957 0.394 -0.745
C: -5.800 2.138 -0.330
F: -4.916 3.069 -0.701
F: -6.517 1.798 -1.403
F: -6.607 2.649 0.589
S: 0.411 0.753 0.595
C: 0.127 -0.537 1.885
N: 0.892 -0.570 2.947
N: 1.862 0.366 3.085
C: 2.581 0.381 4.281
C: 3.247 1.549 4.653
C: 4.015 1.575 5.804
C: 4.125 0.446 6.606
C: 3.446 -0.708 6.239
C: 2.676 -0.752 5.088
N: -0.878 -1.396 1.796
N: -1.798 -1.296 0.850
C: -2.682 -2.391 0.887
C: -3.458 -2.681 -0.241
C: -4.330 -3.759 -0.250
C: -4.445 -4.583 0.858
C: -3.672 -4.308 1.980
C: -2.800 -3.234 2.002
H: 1.702 1.263 2.640
H: 3.154 2.435 4.037
H: 4.523 2.490 6.082
H: 4.721 0.469 7.508
H: 3.511 -1.592 6.861
H: 2.137 -1.645 4.806
H: -3.390 -2.044 -1.112
H: -4.934 -3.949 -1.130
H: -5.131 -5.420 0.853
H: -3.755 -4.936 2.858
H: -2.206 -3.020 2.878
C: 1.520 -0.036 -2.677
Ge: 2.109 0.230 -0.836
C: 3.123 -1.357 -0.336
C: 3.941 -1.903 -1.326
C: 4.666 -3.062 -1.089
C: 4.575 -3.695 0.143
C: 3.764 -3.160 1.135
C: 3.044 -1.997 0.898
C: 3.112 1.913 -0.839
C: 2.835 2.791 -1.856
C: 3.464 4.054 -1.942
C: 4.386 4.417 -1.008
C: 4.729 3.536 0.049
C: 5.712 3.891 1.005
C: 6.057 3.030 2.006
C: 5.424 1.774 2.103
C: 4.460 1.413 1.204
C: 4.085 2.276 0.144
H: 2.369 0.200 -3.321
H: 0.676 0.599 -2.938
H: 1.235 -1.075 -2.823
H: 4.018 -1.426 -2.298
H: 5.301 -3.470 -1.865
H: 5.137 -4.601 0.331
H: 3.687 -3.648 2.098
H: 2.413 -1.603 1.685
H: 2.114 2.527 -2.621
H: 3.213 4.722 -2.756
H: 4.882 5.379 -1.063
H: 6.192 4.859 0.919
H: 6.815 3.307 2.727
H: 5.692 1.096 2.902
H: 3.980 0.449 1.305
C: -3.561 4.306 -3.974
N: -2.614 3.576 -3.152
C: -1.482 4.085 -2.558
C: -0.942 3.063 -1.844
N: -1.715 1.934 -1.997
C: -2.711 2.289 -2.780
H: -3.055 4.757 -4.825
H: -4.050 5.083 -3.387
H: -4.317 3.614 -4.337
H: -1.182 5.110 -2.687
H: -0.065 3.069 -1.219
H: -3.536 1.660 -3.075
C: -3.201 -3.487 -3.438
N: -2.324 -2.326 -3.427
C: -2.905 -1.134 -4.012
C: -1.380 -2.148 -2.444
O: -1.222 -1.042 -1.906
N: -0.622 -3.213 -2.100
C: 0.058 -3.227 -0.813
C: -0.373 -4.349 -2.966
H: -4.218 -3.176 -3.181
H: -2.889 -4.216 -2.697
H: -3.223 -3.958 -4.424
H: -3.167 -1.336 -5.052
H: -2.184 -0.322 -3.974
H: -3.813 -0.827 -3.478
H: 0.054 -2.230 -0.385
H: 1.087 -3.560 -0.947
H: -0.451 -3.896 -0.114
H: -0.705 -4.137 -3.978
H: -0.868 -5.256 -2.608
H: 0.703 -4.539 -2.986

Record 2
Density functional theory data (wB97M-V/def2-TZVPD) for a structure of composition C41H45HgNP2 in a non-equilibrium geometry.

Calculated values
LUMO energy = -1.1 eV
energy relative to the best compared isomer or geometry (same formula, charge and spin) = 322.09 kJ/mol
largest force on an atom = 3.86 eV/Å
total charge = 0
HOMO level = -4.6 eV
gap between HOMO and LUMO = 0.129 hartree

Cartesian coordinates (Å):
Hg: 1.711 -3.028 -1.503
C: 2.392 -2.501 0.556
C: 2.422 -1.002 0.766
C: 3.132 -0.205 -0.357
C: 4.152 -0.997 -1.204
C: 3.553 -2.115 -2.031
C: 3.813 -3.489 -1.730
C: 4.351 -3.924 -0.388
C: 3.790 -3.099 0.785
C: -0.355 -3.359 -1.601
H: 1.659 -3.004 1.199
H: 3.008 -0.851 1.709
H: 3.682 0.626 0.116
H: 2.394 0.258 -1.024
H: 4.618 -0.286 -1.912
H: 4.994 -1.368 -0.601
H: 3.427 -1.847 -3.086
H: 4.064 -4.128 -2.581
H: 5.450 -3.871 -0.360
H: 4.119 -4.981 -0.196
H: 3.768 -3.736 1.685
H: 4.510 -2.307 1.014
H: -0.599 -4.186 -0.908
H: -0.615 -3.639 -2.637
H: -0.885 -2.443 -1.317
P: 0.912 0.011 1.462
P: -1.405 1.012 -2.271
C: -0.267 0.318 0.143
C: -0.066 0.926 -1.071
C: 1.057 1.507 2.451
C: 2.294 2.044 2.835
C: 2.331 3.072 3.781
C: 1.150 3.588 4.317
C: -0.086 3.051 3.937
C: -0.125 2.050 2.970
C: 0.135 -1.189 2.592
C: -0.537 -2.301 2.057
C: -1.043 -3.292 2.905
C: -0.824 -3.219 4.286
C: -0.188 -2.099 4.827
C: 0.293 -1.092 3.987
C: -1.277 2.627 -3.168
C: -1.386 3.844 -2.453
C: -1.618 5.045 -3.137
C: -1.698 5.063 -4.535
C: -1.465 3.884 -5.252
C: -1.223 2.684 -4.576
C: -0.808 -0.151 -3.551
C: -1.743 -0.969 -4.217
C: -1.322 -1.860 -5.206
C: 0.035 -1.943 -5.544
C: 0.957 -1.106 -4.905
C: 0.541 -0.205 -3.922
H: -1.300 -0.009 0.389
H: 0.894 1.351 -1.429
H: 3.209 1.632 2.414
H: 3.291 3.457 4.121
H: 1.180 4.397 5.050
H: -1.015 3.384 4.393
H: -1.084 1.649 2.640
H: -0.631 -2.401 0.971
H: -1.604 -4.129 2.486
H: -1.131 -4.034 4.943
H: -0.049 -2.026 5.907
H: 0.810 -0.230 4.413
H: -1.273 3.841 -1.365
H: -1.738 5.983 -2.589
H: -1.914 5.991 -5.067
H: -1.458 3.900 -6.343
H: -0.972 1.784 -5.145
H: -2.800 -0.895 -3.950
H: -2.049 -2.489 -5.724
H: 0.365 -2.654 -6.304
H: 2.012 -1.151 -5.175
H: 1.274 0.447 -3.440
C: -3.758 -1.019 3.270
C: -4.037 0.344 2.793
C: -5.311 1.013 2.805
C: -5.079 2.288 2.260
C: -3.678 2.333 1.935
C: -2.941 3.460 1.345
N: -3.082 1.156 2.263
H: -4.180 -1.763 2.576
H: -4.203 -1.182 4.262
H: -2.674 -1.168 3.333
H: -6.230 0.565 3.170
H: -5.769 3.108 2.088
H: -3.653 4.224 1.011
H: -2.254 3.912 2.076
H: -2.351 3.114 0.483

Record 3
Density functional theory data (wB97M-V/def2-TZVPD) for a structure of composition C41H45NO5PRu in a non-equilibrium geometry.

Calculated values
LUMO energy (alpha / beta) = 2.1 / 2.1 eV
energy relative to the best compared isomer or geometry (same formula, charge and spin) = 19.11 kJ/mol
largest force on an atom = 7.76 eV/Å
total charge = -1
⟨S²⟩ = 6.04
HOMO level (alpha / beta) = -1.6 / -2.7 eV
2S+1 = 5
gap between HOMO and LUMO (alpha / beta) = 0.136 / 0.176 hartree

Cartesian coordinates (Å):
C: 0.272 -0.233 -7.130
C: 0.076 -1.015 -5.822
C: -0.162 1.230 -6.827
C: -0.946 1.185 -5.503
H: -0.800 1.545 -7.657
H: 0.722 1.876 -6.826
C: -1.055 -0.292 -5.096
H: 1.009 -0.915 -5.256
H: -0.100 -2.087 -5.986
C: -1.006 -0.377 -3.575
H: -1.995 -0.713 -5.481
H: -1.956 1.582 -5.674
C: -0.389 1.913 -4.227
C: 1.694 -0.375 -7.666
C: -0.501 -0.837 -8.310
O: -1.010 -0.194 -9.210
O: 2.702 -0.436 -6.974
O: 1.746 -0.465 -9.008
O: -0.527 -2.179 -8.285
C: -1.062 -2.782 -9.472
H: -0.894 -3.851 -9.343
H: -0.530 -2.405 -10.349
H: -2.130 -2.563 -9.564
C: 3.064 -0.703 -9.506
H: 3.760 0.067 -9.149
H: 2.974 -0.681 -10.593
H: 3.415 -1.687 -9.166
O: -0.576 0.852 -2.989
H: -0.313 -1.179 -3.264
H: -2.037 -0.580 -3.228
C: -1.284 3.079 -3.854
C: 1.090 2.227 -4.296
H: 1.295 3.025 -5.027
H: 1.671 1.338 -4.579
H: 1.463 2.578 -3.329
H: -0.944 3.559 -2.928
H: -2.311 2.718 -3.707
H: -1.304 3.835 -4.653
Ru: -0.262 0.352 0.125
C: -2.968 -0.123 0.707
C: -2.348 -0.005 -0.572
C: -1.417 -1.143 -0.695
H: -2.659 0.622 -1.405
C: -1.416 -1.819 0.579
C: -2.445 -1.251 1.367
H: -2.818 -1.682 2.293
H: -3.753 0.534 1.069
H: -1.107 -1.593 -1.625
H: -0.804 -2.692 0.805
C: 2.182 1.454 0.325
C: 2.359 0.314 1.133
C: 1.802 -0.814 0.470
H: 2.892 0.282 2.081
C: 1.405 -0.400 -0.858
C: 1.623 1.036 -0.921
H: 1.557 1.611 -1.835
H: 2.444 2.478 0.582
H: 1.794 -1.841 0.822
H: 1.197 -1.039 -1.702
N: -0.414 0.955 1.872
P: -0.273 0.912 3.503
C: -1.649 0.166 4.405
C: -2.957 0.542 4.049
C: -4.047 -0.004 4.723
C: -3.847 -0.894 5.785
C: -2.549 -1.213 6.191
C: -1.454 -0.670 5.521
C: 1.171 0.030 4.152
C: 2.087 0.651 5.021
C: 3.145 -0.080 5.562
C: 3.282 -1.438 5.268
C: 2.340 -2.074 4.453
C: 1.287 -1.350 3.896
C: -0.122 2.596 4.109
C: -0.881 3.064 5.195
C: -0.693 4.369 5.656
C: 0.261 5.193 5.052
C: 1.046 4.713 3.995
C: 0.852 3.418 3.515
H: -3.105 1.265 3.246
H: -5.053 0.281 4.420
H: -4.702 -1.322 6.306
H: -2.383 -1.875 7.041
H: -0.445 -0.886 5.876
H: 1.961 1.701 5.290
H: 3.854 0.417 6.226
H: 4.113 -2.007 5.685
H: 2.413 -3.144 4.254
H: 0.536 -1.854 3.282
H: -1.606 2.409 5.678
H: -1.288 4.729 6.495
H: 0.405 6.211 5.412
H: 1.818 5.337 3.548
H: 1.460 3.028 2.694